<a>
51
Properties=species:S:1:pos:R:3 method="wB97M-V/def2-TZVPD" homo_lumo_gap_ev=9.70 mol_weight_g_mol=363.88 smiles="C=CCCC(=O)N1CCC[C@@](Cc2cccc(Cl)c2)(C(=O)OCC)C1"
C 5.14583 -2.74574 -0.11350
C 4.46902 -1.69096 0.29899
C 4.44353 -0.37441 -0.41001
C 3.05583 -0.07397 -0.99088
C 2.04390 0.26819 0.08986
O 2.30782 0.23255 1.27664
N 0.82471 0.66492 -0.35514
C 0.41223 0.67625 -1.74373
C -1.11286 0.64653 -1.84900
C -1.66409 -0.39867 -0.88477
C -1.34591 -0.03005 0.57740
C -2.57631 0.50432 1.34337
C -3.18663 1.73098 0.73388
C -4.20756 1.63795 -0.20589
C -4.74065 2.77384 -0.78936
C -4.27184 4.02861 -0.44308
C -3.27577 4.12525 0.51463
Cl -2.69255 5.68591 0.98598
C -2.73867 2.99454 1.10587
C -0.80610 -1.23183 1.35571
O -1.12062 -1.50110 2.48556
O 0.09119 -1.91442 0.64917
C 0.78433 -2.96228 1.33327
C 1.44266 -3.86162 0.30484
C -0.19718 1.00569 0.60272
H 5.13373 -3.67955 0.42282
H 5.75431 -2.71809 -1.00395
H 3.86740 -1.73179 1.19535
H 4.69779 0.41502 0.30065
H 5.17667 -0.37222 -1.21950
H 2.70208 -0.94373 -1.55055
H 3.12163 0.76934 -1.68252
H 0.80998 1.56610 -2.25116
H 0.81156 -0.20899 -2.24676
H -1.38852 0.39136 -2.87312
H -1.54094 1.62468 -1.62669
H -2.74040 -0.49666 -1.01686
H -1.20787 -1.36038 -1.12462
H -3.31680 -0.29674 1.38379
H -2.26211 0.71307 2.36703
H -4.60362 0.67022 -0.47511
H -5.53166 2.68401 -1.51849
H -4.68003 4.91851 -0.89470
H -1.98372 3.10077 1.86978
H 1.52781 -2.50018 1.99103
H 0.06681 -3.51217 1.95162
H 1.95347 -4.67501 0.81145
H 0.69634 -4.27721 -0.36793
H 2.17024 -3.29973 -0.27476
H -0.58963 1.99890 0.37110
H 0.27116 1.03002 1.58958

---

<b>
51
Properties=species:S:1:pos:R:3 method="wB97M-V/def2-TZVPD" homo_lumo_gap_ev=9.37 mol_weight_g_mol=363.88 smiles=C[C@@H](OC[C@H](O)CN(C)CCOc1ccccc1)c1ccc(Cl)cc1
C -0.71483 -1.42760 2.51874
C -0.98793 0.00410 2.04967
O 0.20824 0.49728 1.46901
C 0.45153 1.88340 1.57650
C 0.02314 2.72242 0.35485
O -1.37289 2.83399 0.22121
C 0.67393 2.17139 -0.92400
N 2.11559 2.36024 -0.89618
C 2.50110 3.66454 -1.39359
C 2.84764 1.30019 -1.56710
C 2.71109 -0.03657 -0.83434
O 1.69160 -0.79369 -1.45895
C 1.37093 -2.00935 -0.93956
C 1.94975 -2.57365 0.19167
C 1.52557 -3.81663 0.63361
C 0.53126 -4.50721 -0.03374
C -0.04289 -3.94837 -1.16522
C 0.37289 -2.71387 -1.61785
C -2.15442 -0.00227 1.08484
C -1.97595 -0.47284 -0.21189
C -3.03103 -0.50520 -1.10462
C -4.28089 -0.06976 -0.69309
Cl -5.60755 -0.10920 -1.80106
C -4.48027 0.39577 0.59665
C -3.41526 0.42808 1.47904
H -1.60559 -1.83996 2.98466
H 0.10252 -1.43196 3.23470
H -0.43688 -2.04558 1.66965
H -1.24991 0.62527 2.92116
H -0.03153 2.28842 2.47510
H 1.53622 1.99320 1.67254
H 0.36773 3.74551 0.53883
H -1.73213 1.96211 0.01056
H 0.21144 2.66333 -1.79498
H 0.45555 1.10498 -0.98117
H 3.56507 3.81664 -1.21563
H 1.94908 4.43195 -0.85612
H 2.30353 3.78355 -2.47038
H 2.52410 1.15748 -2.61196
H 3.90074 1.59024 -1.57372
H 3.65740 -0.59107 -0.88666
H 2.45534 0.15163 0.21410
H 2.72144 -2.05507 0.73681
H 1.98135 -4.24401 1.51481
H 0.20648 -5.47322 0.32132
H -0.81832 -4.47855 -1.69778
H -0.05869 -2.26934 -2.50165
H -0.99995 -0.81530 -0.51762
H -2.88844 -0.87006 -2.10939
H -5.45794 0.73083 0.90477
H -3.56898 0.79376 2.48346

---

<a> takes first place; second place is 0.0518 hartree up.

---

<a>
24
Properties=species:S:1:pos:R:3 method="wB97M-V/def2-TZVPD" multiplicity=2 homo_lumo_gap_ev="2.86 / 6.52" mol_weight_g_mol=138.21 charge=-1
C 3.30674 -0.99610 0.61091
C 3.43641 -0.95352 -0.81460
H 4.15010 -1.32145 1.17919
H 3.30946 0.03690 0.94857
H 2.39667 -1.45141 1.03292
H 2.95714 -1.88821 -1.36220
H 4.34456 -0.83749 -1.22664
H 2.96489 0.06097 -1.23906
C -3.74377 -0.89282 -0.36578
C -1.41412 0.04684 -1.09708
C -2.46086 -0.13565 -0.12687
C -0.26224 0.91472 -0.90227
C -2.27773 0.42036 1.21065
C -0.19296 1.36444 0.37616
C -1.10670 1.02975 1.52222
O 0.79545 2.26425 0.89298
H -1.63288 -0.25697 -2.28351
H 0.48434 1.11523 -1.61580
H -4.32471 -0.02434 -0.77070
H -4.25419 -1.31712 0.67338
H -3.21478 0.41674 1.79932
H -0.74461 1.25876 2.53499
H 1.13723 2.78657 0.11137
H -3.65343 -1.64044 -1.08815

---

<b>
24
Properties=species:S:1:pos:R:3 method="wB97M-V/def2-TZVPD" multiplicity=2 homo_lumo_gap_ev="2.56 / 6.65" mol_weight_g_mol=138.21 charge=-1
C 2.49278 1.63632 -1.36083
C 2.89684 0.35630 -2.07996
O 3.57447 2.47400 -0.96132
H 1.99666 2.37554 -1.99984
H 1.82720 1.37689 -0.52941
H 3.85772 -0.10954 -1.83774
H 4.16852 2.01180 -0.38434
H 3.02750 0.52085 -3.14748
H 2.08785 -0.36831 -1.99609
C -1.66558 0.89272 2.48770
C -2.14104 -0.87126 -0.80775
C -2.24338 0.15373 0.15454
C -1.45301 -2.04111 -0.57920
C -1.61192 -0.16198 1.40874
C -0.75492 -2.30551 0.61821
C -1.01457 -1.37384 1.66934
H -2.61620 -0.74817 -1.78230
H -2.77178 1.09549 0.13352
H -1.35324 -2.78869 -1.36705
H 0.08082 -2.99719 0.63793
H -2.61986 1.42497 2.50406
H -0.96355 1.69668 2.19921
H -0.64366 -1.50558 2.68449
H -1.24030 0.42164 3.37608

---

<b> takes first place; second place is 0.0640 hartree up.

---

<a>
16
Properties=species:S:1:pos:R:3 method="wB97M-V/def2-TZVPD" homo_lumo_gap_ev=10.06 mol_weight_g_mol=124.57
C 0.53217 1.27213 1.36678
C -1.56721 0.52162 -0.73477
C 0.53914 -1.90283 -0.52004
C 0.94515 0.26555 0.29367
O -0.24626 0.70761 -1.13009
O 0.59769 -0.97749 0.51582
Cl 2.48953 0.48894 -0.39146
H -0.47943 0.92515 1.74669
H 1.16470 1.36123 2.16771
H 0.56105 2.27844 0.95911
H -2.04378 0.46188 -1.73122
H -1.96850 1.30768 -0.03071
H -1.81829 -0.32498 -0.18891
H 1.22378 -2.65367 -0.38457
H 0.60773 -1.42848 -1.44632
H -0.53745 -2.30280 -0.49170

---

<b>
16
Properties=species:S:1:pos:R:3 method="wB97M-V/def2-TZVPD" homo_lumo_gap_ev="7.45 / 7.08" mol_weight_g_mol=124.57
C 0.08325 0.00666 2.15832
C -1.80568 -0.53285 -0.81933
C 2.16535 0.13743 -1.02570
C 0.76853 0.35189 0.91248
O -0.51518 -0.90698 -0.82021
O 1.91057 -0.06402 0.46375
Cl 0.02731 1.90270 0.30993
H -0.96849 0.16959 1.96825
H 0.13810 -1.06944 2.27613
H 0.38130 0.50513 3.07073
H -1.94655 0.43561 -1.24031
H -2.27979 -0.59193 0.17363
H -2.39559 -1.02300 -1.65566
H 1.13275 -0.22287 -1.37932
H 3.08859 -0.43877 -1.16400
H 2.21526 1.26037 -1.21072

---

<c>
16
Properties=species:S:1:pos:R:3 method="wB97M-V/def2-TZVPD" homo_lumo_gap_ev=10.55 mol_weight_g_mol=124.57 smiles=COC(C)(Cl)OC
C 0.46267 -0.01611 1.88669
O 0.43240 0.57250 0.64052
C -0.18057 -0.41430 -0.46153
C -1.70907 -0.50607 -0.19891
Cl 0.62564 -1.97128 -0.24301
O 0.14292 0.13496 -1.64198
C 1.48774 0.38911 -2.02376
H -0.42536 -0.52398 2.33066
H 0.94135 0.56120 2.55447
H 1.05593 -1.00707 1.74786
H -1.95357 0.18078 0.59555
H -2.19707 -0.24105 -1.08506
H -2.08321 -1.49512 0.05786
H 1.53595 1.08942 -2.71718
H 1.79057 -0.60668 -2.35787
H 2.09304 0.85788 -1.15146

---

<c> takes first place; second place is 0.0247 hartree up.

---

<a>
8
Properties=species:S:1:pos:R:3 method="wB97M-V/def2-TZVPD" homo_lumo_gap_ev=9.33 mol_weight_g_mol=53.04 charge=-1
O -1.49337 0.26779 1.18362
H -0.42874 -0.16945 0.74631
O 1.09005 0.72558 -1.44171
H 1.08453 -0.07655 -0.94762
H 0.66919 1.31032 -0.74348
O 0.37385 -1.05649 0.23714
H -1.35012 1.14559 1.44522
H 0.26088 -1.70491 -0.33278

---

<b>
8
Properties=species:S:1:pos:R:3 method="wB97M-V/def2-TZVPD" homo_lumo_gap_ev=8.84 mol_weight_g_mol=53.04 charge=-1
O -1.05002 0.16847 0.66506
H -1.68180 -0.32925 1.20760
O 0.66182 -1.41890 0.43878
H 0.60278 0.37784 -0.90542
H -0.27993 -0.58853 0.47100
O 0.40485 1.31618 -1.23945
H 1.45851 -1.68788 0.93978
H -0.23282 1.70184 -0.62812

---

<b> takes first place; second place is 0.0150 hartree up.

---

<a>
15
Properties=species:S:1:pos:R:3 method="wB97M-V/def2-TZVPD" homo_lumo_gap_ev=9.71 mol_weight_g_mol=89.12 charge=+1 smiles="C[C@H]([NH3+])/N=N/N"
C -0.59411 -0.43185 -1.24811
C 0.56257 0.31057 -0.59243
N 1.61809 -0.64729 -0.18404
N -0.07831 0.45415 1.01284
N -0.84470 1.38191 1.12287
N -1.50642 1.72713 2.08530
H -0.14985 -1.03197 -2.08483
H -1.13992 -1.05568 -0.56838
H -1.47295 0.15552 -1.58901
H 0.84423 1.26790 -0.92372
H 2.42107 -0.85394 -0.82139
H 1.92891 -0.45908 0.75913
H 0.94895 -1.47955 -0.12021
H -1.41197 1.28080 3.06282
H -1.75875 2.65427 2.03577

---

<b>
15
Properties=species:S:1:pos:R:3 method="wB97M-V/def2-TZVPD" homo_lumo_gap_ev=10.74 mol_weight_g_mol=89.12 charge=+1
C -0.43761 0.18380 1.56167
C -0.06132 0.78359 0.31183
N -1.11169 0.08000 0.19195
N 1.35658 -1.13882 -0.30720
N -2.01694 -0.41354 -0.70801
N 0.69281 1.63772 -0.38156
H 0.15217 -0.59129 2.01511
H -1.01170 0.93777 2.17576
H 2.29716 -0.79915 0.02119
H 1.23994 -0.69517 -1.14226
H -1.55617 -1.08873 -1.37828
H -2.91879 -0.72899 -0.47201
H 1.68833 1.81593 -0.12377
H 0.28472 2.15776 -1.21394
H 1.40252 -2.14087 -0.55048

---

<c>
15
Properties=species:S:1:pos:R:3 method="wB97M-V/def2-TZVPD" homo_lumo_gap_ev=9.68 mol_weight_g_mol=89.12 charge=+1
C 0.77793 -0.81677 -1.12045
C -0.86250 -0.78381 -0.03317
N 1.37960 -1.96269 -1.00676
N 0.35507 1.98282 0.82724
N -1.25563 0.08745 0.79878
N -0.98558 1.50547 0.70451
H 0.42649 -0.58634 -2.19230
H 1.21128 0.19095 -0.82104
H -1.35964 -1.72527 0.10741
H 1.08136 -2.62175 -1.74482
H 0.61947 2.54667 -0.00417
H 0.42731 2.59477 1.66122
H -2.06510 -0.17784 1.31274
H 1.66744 -2.22781 -0.04507
H -1.41750 1.99415 1.55588

---

<a> takes first place; second place is 0.0045 hartree up.

---

<a>
26
Properties=species:S:1:pos:R:3 method="wB97M-V/def2-TZVPD" homo_lumo_gap_ev=11.51 mol_weight_g_mol=124.20 charge=+1
C 0.76641 -1.71031 -1.59411
C -0.23065 -1.11913 -0.60234
C -0.33030 0.37781 -0.74279
C -1.25425 1.01653 0.30955
C -2.73916 0.77089 0.07754
N 0.50407 -1.31720 0.76726
H 0.84469 -2.79760 -1.82277
H 0.39171 -1.52944 -2.62365
H 1.73231 -1.21642 -1.52536
H -1.21608 -1.64958 -0.73547
H -0.64391 0.66018 -1.75525
H 0.62295 0.86692 -0.46549
H -1.00191 2.07912 0.43971
H -0.91376 0.69170 1.29522
H -3.34646 1.20233 0.83918
H -3.09419 -0.27514 0.21631
H -3.07783 1.07981 -0.97609
H -0.04696 -1.78880 1.46853
H 1.24569 -2.01066 0.71358
H 0.85799 -0.49034 1.21315
H 0.98735 1.85962 3.01738
H 0.75093 0.68757 3.89693
O 0.94551 0.89361 2.97351
H 2.94507 1.38822 -0.69623
H 2.59972 1.46020 -2.22130
O 2.70105 0.87010 -1.46698

---

<b>
26
Properties=species:S:1:pos:R:3 method="wB97M-V/def2-TZVPD" homo_lumo_gap_ev=12.21 mol_weight_g_mol=124.20 charge=+1
C 1.06503 -1.43355 -0.49959
C 0.28021 -0.09264 -0.35347
C -1.19567 -0.14462 -0.78579
C -1.28019 0.07107 -2.30178
C -1.90277 -1.44966 -0.34184
N 0.44320 0.40549 1.05313
H 0.91618 -2.06870 0.37502
H 2.09003 -1.15236 -0.65751
H 0.63630 -2.01567 -1.30802
H 0.86977 0.46314 -1.06594
H -1.77143 0.66814 -0.34355
H -2.23067 0.54117 -2.51656
H -1.14002 -0.80970 -2.93611
H -0.51043 0.73749 -2.68137
H -2.48508 -1.32460 0.57228
H -1.21257 -2.27457 -0.33589
H -2.65587 -1.69960 -1.08508
H 0.66832 1.39817 1.01787
H 1.13024 -0.14712 1.58455
H -0.42841 0.24985 1.55189
H 2.49519 -1.64319 3.35873
H 2.99993 -0.20994 3.40659
O 2.18304 -0.72822 3.39248
H -0.04894 3.24321 -1.67774
H -0.93709 3.10975 -0.39682
O -0.04890 3.01072 -0.74646

---

<b> takes first place; second place is 0.0217 hartree up.